Density functional theory data (ωB97M-V with the def2-TZVPD basis set) for a molecular structure, C33H25CrN2O3 in a non-equilibrium geometry.

As for the total charge: +2. As for the HOMO-LUMO gap (spin up / spin down): 6.16 / 4.71 eV. The total energy comes out at -2651.543912 Ha. The expectation value of S² is 3.83. The energy relative to the best compared isomer or geometry (same formula, charge and spin) comes out at 67.2 kJ/mol. The spin multiplicity is 4.

The geometry in XYZ format:
```
64
C33H25CrN2O3 (ωB97M-V with the def2-TZVPD basis set)
C 4.22171 -1.76573 2.41182
C 4.15001 -0.89733 3.51291
C 2.91619 -0.60584 4.10163
C 1.74861 -1.17470 3.55631
C 0.41734 -0.93384 4.12550
N -0.72257 -1.31960 3.57696
C -1.77155 -1.12081 4.60900
C -1.13069 -0.27148 5.72126
N 0.26886 -0.35232 5.35086
C 1.82118 -2.06790 2.47697
C 3.05595 -2.36330 1.89864
H 5.18703 -1.97321 1.94538
H 5.05860 -0.45138 3.92279
H 2.86308 0.04125 4.97915
H -2.66409 -0.63653 4.19530
H -2.04401 -2.11689 5.00091
H -1.46238 0.77567 5.69553
H -1.30826 -0.69649 6.71326
H 0.96684 0.24685 5.77647
H 0.89633 -2.53131 2.12598
H 3.10816 -3.06276 1.06193
O 0.63815 2.21848 -6.95670
C 0.87560 2.45476 -5.84154
Cr 0.93770 2.93795 -4.00319
C -0.72729 2.04729 -3.94637
O -1.78099 1.54733 -3.99240
C -0.11847 4.42754 -4.54764
O -0.86070 5.20214 -5.00236
C 2.92155 3.77870 -3.72331
C 3.02885 2.40100 -3.95409
C 2.27111 1.50256 -3.19211
C 1.46914 1.95188 -2.11680
C 0.59941 1.04480 -1.38501
C -0.24122 0.26304 -0.94753
C -1.25992 -0.62568 -0.56446
C -2.59078 -0.03417 -0.40603
C -2.68072 1.38501 -0.30916
C -3.90128 2.04976 -0.24095
C -5.09854 1.32432 -0.26741
C -5.04755 -0.06767 -0.38390
C -3.82353 -0.73063 -0.45493
C -0.90470 -2.03926 -0.59974
C 0.48054 -2.36953 -0.66727
C 0.93231 -3.68304 -0.73795
C 0.01273 -4.73828 -0.75744
C -1.35505 -4.45059 -0.73345
C -1.80389 -3.13328 -0.66931
C 1.31922 3.34693 -1.95687
C 2.07710 4.24922 -2.71009
H 3.46855 4.48620 -4.35026
H 3.67955 2.02359 -4.74480
H 2.28414 0.43451 -3.42279
H -1.75431 1.95991 -0.30648
H -3.91803 3.13710 -0.17170
H -6.05706 1.83644 -0.21713
H -5.96944 -0.64903 -0.42598
H -3.84824 -1.80473 -0.56312
H 1.20526 -1.55269 -0.66106
H 2.00267 -3.88242 -0.78922
H 0.35877 -5.76739 -0.81204
H -2.08725 -5.25875 -0.77574
H -2.87188 -2.96972 -0.69332
H 0.58676 3.70438 -1.23000
H 1.97546 5.31968 -2.52690
```

Atomic partial charges in e from the natural (NBO) method, atoms 1 to 2: atom 1 (C): -0.14, atom 2 (C): -0.20

***

Density functional theory data (ωB97M-V with the def2-TZVPD basis set) for a molecular structure, C8H8LiN7O8 in a non-equilibrium geometry.

As for the total charge: 0. As for the HOMO-LUMO gap: 7.54 eV. The total energy comes out at -1302.152769 Ha. The energy relative to the best compared isomer or geometry (same formula, charge and spin) comes out at 93.0 kJ/mol.

The geometry in XYZ format:
```
32
C8H8LiN7O8 (ωB97M-V with the def2-TZVPD basis set)
Li 2.23053 -12.04296 0.35762
N 2.34380 -9.23454 2.60080
N 3.30693 -8.52745 1.89152
C 4.01336 -9.00760 0.87680
N 4.87865 -8.12452 0.27087
N 3.63653 -10.28027 0.54805
N 4.09130 -10.78158 -0.63665
O 4.69237 -10.08833 -1.45979
O 3.77124 -12.02066 -0.94567
H 2.74655 -9.34618 3.54330
H 2.45134 -10.21734 2.24552
H 3.49275 -7.59069 2.25842
H 5.50717 -7.60365 0.90652
H 5.25705 -8.45115 -0.62541
O 2.14359 -15.35801 1.68480
C 2.32261 -14.23227 2.18395
O 1.69880 -13.13579 1.90459
C 3.41428 -13.94956 3.15416
C 4.11274 -12.74638 3.14746
C 5.06536 -12.48821 4.19043
C 5.32817 -13.41156 5.17932
C 4.64477 -14.59663 5.16119
C 3.66448 -14.85940 4.21657
N 4.81950 -15.46393 6.29779
O 5.54415 -15.09626 7.22962
O 4.26338 -16.59568 6.24907
N 5.50216 -11.15455 4.28170
O 6.44025 -10.91514 5.07048
O 4.96553 -10.25908 3.55961
H 3.88899 -12.05033 2.36925
H 6.15375 -13.24088 5.87163
H 3.02959 -15.76270 4.27657
```

Atomic partial charges in e from the natural (NBO) method, atoms 1 to 2: atom 1 (Li): 0.93, atom 2 (N): -0.61

***

Density functional theory data (ωB97M-V with the def2-TZVPD basis set) for a single C2HNO2S2 molecule in a non-equilibrium geometry.

As for the total charge: 0. As for the HOMO-LUMO gap: 9.34 eV. The total energy comes out at -1078.326648 Ha. The energy relative to the best compared isomer or geometry (same formula, charge and spin) comes out at 218.6 kJ/mol.

The geometry in XYZ format:
```
8
C2HNO2S2 (ωB97M-V with the def2-TZVPD basis set)
S 2.98208 -0.73607 -0.16333
C 1.46219 -0.15725 0.13885
O 1.13645 1.12977 0.08700
N -0.36489 1.27833 -0.12291
C -0.63615 0.02411 -0.04213
S -2.14132 -0.80665 -0.09872
O 0.40656 -0.91827 0.33433
H -2.84492 0.18603 -0.13308
```

Atomic partial charges in e from the natural (NBO) method, atoms 1 to 2: atom 1 (S): -0.10, atom 2 (C): 0.45

***

Density functional theory data (ωB97M-V with the def2-TZVPD basis set) for a single C6H11ClS molecule in a non-equilibrium geometry.

As for the total charge: 0. As for the HOMO-LUMO gap: 9.29 eV. The total energy comes out at -1093.543791 Ha. The energy relative to the best compared isomer or geometry (same formula, charge and spin) comes out at 83.8 kJ/mol.

The geometry in XYZ format:
```
19
C6H11ClS (ωB97M-V with the def2-TZVPD basis set)
C -0.29424 1.58247 0.73651
C -0.90352 0.45552 -0.00592
C -0.23902 -0.49698 -0.68449
C 1.17463 -1.05715 -0.47433
C 1.50608 -1.61262 0.92113
S 2.35189 0.33521 -0.66807
C -2.32336 0.72108 -0.35818
Cl -3.34790 -0.76759 -0.29040
H 0.40063 1.25743 1.49430
H 0.18741 2.18034 -0.02103
H -1.01327 2.29015 1.20413
H -0.71584 -0.96522 -1.45682
H 1.48504 -1.89279 -1.17474
H 0.78807 -2.41514 1.22480
H 1.43057 -0.78249 1.72218
H 2.54535 -1.97162 0.90437
H 2.07401 0.59088 -1.91360
H -2.36166 1.08130 -1.43919
H -2.74488 1.46721 0.27936
```

Atomic partial charges in e from the natural (NBO) method, atoms 1 to 2: atom 1 (C): -0.65, atom 2 (C): -0.01

***

Density functional theory data (ωB97M-V with the def2-TZVPD basis set) for a gas-phase ion, C7H11N4S (charge +1) in a non-equilibrium geometry.

As for the total charge: +1. As for the HOMO-LUMO gap: 7.44 eV. The total energy comes out at -890.195370 Ha. The energy relative to the best compared isomer or geometry (same formula, charge and spin) comes out at 259.6 kJ/mol.

The geometry in XYZ format:
```
23
C7H11N4S (ωB97M-V with the def2-TZVPD basis set)
C 1.80914 2.09749 -1.10636
C 1.70834 1.23024 0.90736
C 1.37887 0.34722 -0.09694
C -0.05185 -1.69975 -0.20418
C -1.21287 0.37247 -0.17663
C 2.23012 -1.86270 0.60692
C -4.15464 0.24964 -0.16545
N 1.55551 0.84010 -1.34859
N 1.78233 2.41646 0.27080
N 1.10046 -1.08805 0.11515
N -1.19917 -1.00622 -0.40545
S -2.61078 1.22361 -0.09994
H 2.02286 2.69792 -1.95762
H -0.25979 -2.75521 -0.27746
H 1.62221 1.31549 1.94180
H 2.68096 -1.27936 1.34034
H 2.02072 -2.84741 0.89134
H 3.12670 -2.08761 -0.07429
H -4.94242 0.95792 0.05270
H -4.26143 -0.53813 0.63559
H -4.44402 -0.25397 -1.11226
H 2.19613 3.25366 0.66403
H -2.09737 -1.58381 -0.40088
```

Atomic partial charges in e from the natural (NBO) method, atoms 1 to 2: atom 1 (C): 0.19, atom 2 (C): -0.09

***

Repeat the first record exactly.
Density functional theory data (ωB97M-V with the def2-TZVPD basis set) for a molecular structure, C33H25CrN2O3 in a non-equilibrium geometry.

As for the total charge: +2. As for the HOMO-LUMO gap (spin up / spin down): 6.16 / 4.71 eV. The total energy comes out at -2651.543912 Ha. The expectation value of S² is 3.83. The energy relative to the best compared isomer or geometry (same formula, charge and spin) comes out at 67.2 kJ/mol. The spin multiplicity is 4.

The geometry in XYZ format:
```
64
C33H25CrN2O3 (ωB97M-V with the def2-TZVPD basis set)
C 4.22171 -1.76573 2.41182
C 4.15001 -0.89733 3.51291
C 2.91619 -0.60584 4.10163
C 1.74861 -1.17470 3.55631
C 0.41734 -0.93384 4.12550
N -0.72257 -1.31960 3.57696
C -1.77155 -1.12081 4.60900
C -1.13069 -0.27148 5.72126
N 0.26886 -0.35232 5.35086
C 1.82118 -2.06790 2.47697
C 3.05595 -2.36330 1.89864
H 5.18703 -1.97321 1.94538
H 5.05860 -0.45138 3.92279
H 2.86308 0.04125 4.97915
H -2.66409 -0.63653 4.19530
H -2.04401 -2.11689 5.00091
H -1.46238 0.77567 5.69553
H -1.30826 -0.69649 6.71326
H 0.96684 0.24685 5.77647
H 0.89633 -2.53131 2.12598
H 3.10816 -3.06276 1.06193
O 0.63815 2.21848 -6.95670
C 0.87560 2.45476 -5.84154
Cr 0.93770 2.93795 -4.00319
C -0.72729 2.04729 -3.94637
O -1.78099 1.54733 -3.99240
C -0.11847 4.42754 -4.54764
O -0.86070 5.20214 -5.00236
C 2.92155 3.77870 -3.72331
C 3.02885 2.40100 -3.95409
C 2.27111 1.50256 -3.19211
C 1.46914 1.95188 -2.11680
C 0.59941 1.04480 -1.38501
C -0.24122 0.26304 -0.94753
C -1.25992 -0.62568 -0.56446
C -2.59078 -0.03417 -0.40603
C -2.68072 1.38501 -0.30916
C -3.90128 2.04976 -0.24095
C -5.09854 1.32432 -0.26741
C -5.04755 -0.06767 -0.38390
C -3.82353 -0.73063 -0.45493
C -0.90470 -2.03926 -0.59974
C 0.48054 -2.36953 -0.66727
C 0.93231 -3.68304 -0.73795
C 0.01273 -4.73828 -0.75744
C -1.35505 -4.45059 -0.73345
C -1.80389 -3.13328 -0.66931
C 1.31922 3.34693 -1.95687
C 2.07710 4.24922 -2.71009
H 3.46855 4.48620 -4.35026
H 3.67955 2.02359 -4.74480
H 2.28414 0.43451 -3.42279
H -1.75431 1.95991 -0.30648
H -3.91803 3.13710 -0.17170
H -6.05706 1.83644 -0.21713
H -5.96944 -0.64903 -0.42598
H -3.84824 -1.80473 -0.56312
H 1.20526 -1.55269 -0.66106
H 2.00267 -3.88242 -0.78922
H 0.35877 -5.76739 -0.81204
H -2.08725 -5.25875 -0.77574
H -2.87188 -2.96972 -0.69332
H 0.58676 3.70438 -1.23000
H 1.97546 5.31968 -2.52690
```

Atomic partial charges in e from the natural (NBO) method, atoms 1 to 2: atom 1 (C): -0.14, atom 2 (C): -0.20

***

Number 3 is which compound? C2HNO2S2

***

total energy of number 2 (C8H8LiN7O8)? -1302.152769 Ha